# C36H30CaN5O2P2Te

C36H30CaN5O2P2Te as an isolated structure in a non-equilibrium geometry (ωB97M-V/def2-TZVPD, OMol25).

Summary:
**Relative energy (zero: lowest compared OMol25 entry of this formula, charge and spin)**: 175.4 kJ/mol
**Total charge**: +1
**E_LUMO**: -2.68 eV
**DFT total energy**: -93667.4830 eV

Last column: Mulliken charge in e.
CARTESIAN COORDINATES (ANGSTROEM)
Ca (-1.735, -1.371, -0.693)  2.719
Te (2.048, 1.663, -2.451)  0.300
C (3.219, 2.588, -0.924)  0.057
C (4.599, 2.671, -1.038)  -0.270
C (5.321, 3.242, 0.002)  -0.401
N (4.759, 3.725, 1.104)  -0.611
C (3.434, 3.655, 1.199)  -0.527
C (2.624, 3.096, 0.222)  0.161
C (0.801, 0.670, -0.962)  -0.361
P (1.195, -1.035, -1.184)  0.581
C (2.959, -1.305, -1.442)  0.775
C (3.421, -2.082, -2.497)  -0.927
C (4.787, -2.223, -2.692)  -0.739
C (5.684, -1.601, -1.838)  -0.582
C (5.220, -0.840, -0.772)  -0.807
C (3.860, -0.695, -0.570)  -0.124
C (0.959, -2.065, 0.318)  2.087
C (0.785, -3.445, 0.203)  -0.996
C (1.019, -4.266, 1.295)  -0.766
C (1.432, -3.723, 2.505)  -0.509
C (1.592, -2.349, 2.630)  -1.077
C (1.360, -1.525, 1.540)  -0.778
P (-0.970, 1.061, -1.261)  0.141
C (-1.664, 1.082, 0.457)  0.176
C (-3.056, 1.124, 0.593)  -0.226
C (-3.642, 1.114, 1.849)  -0.800
C (-2.846, 1.043, 2.986)  -0.579
C (-1.464, 1.020, 2.864)  -0.800
C (-0.878, 1.053, 1.605)  -0.249
C (-1.042, 2.865, -1.587)  0.741
C (-1.029, 3.294, -2.915)  -0.196
C (-1.059, 4.644, -3.218)  -0.683
C (-1.117, 5.585, -2.200)  -0.538
C (-1.147, 5.167, -0.879)  -0.785
C (-1.117, 3.814, -0.571)  -0.317
H (5.107, 2.290, -1.916)  0.413
H (6.403, 3.308, -0.047)  0.389
H (3.002, 4.072, 2.103)  0.379
H (1.551, 3.062, 0.349)  0.266
H (2.717, -2.557, -3.167)  0.466
H (5.154, -2.816, -3.520)  0.435
H (6.749, -1.705, -2.003)  0.420
H (5.921, -0.351, -0.107)  0.470
H (3.493, -0.088, 0.249)  0.369
H (0.503, -3.876, -0.750)  0.504
H (0.909, -5.338, 1.195)  0.473
H (1.642, -4.370, 3.348)  0.401
H (1.914, -1.919, 3.570)  0.477
H (1.536, -0.460, 1.620)  0.164
H (-3.671, 1.212, -0.298)  0.412
H (-4.718, 1.181, 1.945)  0.459
H (-3.304, 1.030, 3.967)  0.430
H (-0.843, 0.998, 3.751)  0.470
H (0.198, 1.103, 1.497)  0.317
H (-1.000, 2.564, -3.714)  0.452
H (-1.032, 4.963, -4.252)  0.421
H (-1.149, 6.640, -2.437)  0.411
H (-1.191, 5.897, -0.081)  0.419
H (-1.150, 3.509, 0.466)  0.375
N (-5.662, -2.717, -0.256)  -0.080
C (-5.994, -2.267, -1.509)  -0.528
C (-4.885, -1.631, -1.983)  -0.656
N (-3.893, -1.688, -1.043)  -0.431
C (-4.382, -2.352, -0.010)  -0.212
C (-3.613, -2.566, 1.196)  0.313
N (-2.321, -2.294, 1.273)  0.309
C (-1.946, -2.563, 2.559)  -0.397
C (-3.022, -3.006, 3.269)  -1.013
N (-4.075, -3.004, 2.391)  -0.101
H (-6.258, -3.272, 0.334)  0.181
H (-6.964, -2.434, -1.941)  0.416
H (-4.728, -1.143, -2.929)  0.494
H (-0.933, -2.425, 2.892)  0.460
H (-3.126, -3.315, 4.293)  0.456
H (-5.015, -3.278, 2.617)  0.169
O (0.591, -1.904, -2.384)  -0.374
O (-0.826, -2.141, -2.212)  -0.887

Cartesian forces (eV/Å) of the 2 atoms listed first:
-0.3888 1.1648 1.7149
-0.0078 0.2046 0.8026